# C52H50Br2LaN8OSSe

A molecular structure, C52H50Br2LaN8OSSe in a non-equilibrium geometry (ωB97M-V with the def2-TZVPD basis set, the Open Molecules 2025 dataset).

Positions of all 116 atoms, in Å:
La 13.4698 11.7363 17.1584
C 15.4319 7.8022 17.9920
C 14.3855 7.6762 19.0637
C 13.6993 8.9676 19.4852
N 14.3925 10.2757 19.2368
C 15.5587 10.5256 19.6925
C 16.0972 9.6577 20.7897
C 17.2976 9.6320 21.4255
C 18.3835 10.4449 21.2711
C 18.5835 11.4277 20.2779
C 17.6120 11.9417 19.3950
C 16.2522 11.7834 19.2045
N 15.4729 12.6311 18.6078
C 15.8881 14.0050 18.2308
C 16.4510 14.1630 16.7422
C 15.4498 13.7997 15.6276
N 15.2313 12.3903 15.5710
C 15.9745 11.5879 14.9015
C 17.0611 12.0879 14.1034
C 17.8254 11.4575 13.1691
C 17.7528 10.1921 12.6501
C 16.8170 9.2011 12.9499
C 15.8484 9.1482 13.9661
C 15.4908 10.1331 14.8900
N 14.6143 9.9106 15.8531
C 14.0248 8.6741 16.0410
C 14.9114 7.5552 16.5744
H 16.2834 7.1206 18.1967
H 15.8068 8.7931 18.0959
H 14.8277 7.1782 19.9610
H 13.6090 6.9876 18.6617
H 13.4694 8.9889 20.5893
H 12.7716 9.0269 18.8979
H 15.4291 8.8774 21.1383
H 17.3250 8.8768 22.2235
H 19.2740 10.3200 21.8997
H 19.5549 11.8788 20.2344
H 17.8609 12.7686 18.7195
H 16.5384 14.4524 18.9774
H 14.9459 14.6131 18.2513
H 17.4945 13.7416 16.5336
H 16.6219 15.2835 16.6144
H 15.8359 14.1152 14.6844
H 14.4969 14.2627 15.7969
H 17.2748 13.1544 14.1914
H 18.5246 12.0432 12.7151
H 18.4086 9.8539 11.8864
H 16.9385 8.2334 12.4393
H 15.2576 8.2839 13.8971
H 13.4887 8.3466 15.1741
H 13.2545 8.8214 16.8403
H 15.7499 7.5199 15.8724
H 14.2721 6.6255 16.5048
N 11.3890 17.2033 19.8396
C 11.5060 18.4018 19.1627
C 11.3986 19.6029 19.8782
C 11.5408 20.7913 19.2144
C 11.9635 20.8391 17.9186
C 12.2338 19.6613 17.2066
C 11.9618 18.4291 17.8563
S 12.1599 16.8384 17.0687
N 12.6552 15.8480 18.3283
C 12.2198 16.1240 19.4923
C 12.7656 15.2218 20.6118
C 12.5145 15.5760 21.9556
C 13.1058 14.6912 22.9028
C 13.8527 13.5834 22.5309
C 13.9441 13.3106 21.1507
N 13.4073 14.1064 20.2749
H 11.0488 17.2961 20.8292
H 10.7630 19.5683 20.7550
H 11.3939 21.6834 19.7693
H 12.0846 21.8076 17.5057
H 12.4112 19.6754 16.1285
H 11.9245 16.4229 22.3289
H 12.9295 14.8370 23.9573
H 14.0738 12.9054 23.3642
H 14.5163 12.5155 20.6804
Br 10.3656 12.6550 21.5816
C 9.9289 11.3336 20.2484
C 8.8969 10.4431 20.5252
C 8.6011 9.4092 19.6849
Br 7.0360 8.4247 20.1118
C 9.3574 9.1831 18.5158
C 9.1858 8.0552 17.7053
C 9.9735 7.9777 16.5913
C 10.9376 8.9708 16.3363
N 11.1217 10.0015 17.0940
C 10.3428 10.1021 18.1814
C 10.6434 11.2484 19.0803
O 11.6107 11.9843 18.7045
H 8.1989 10.6551 21.2997
H 8.4046 7.3422 17.9657
H 9.7278 7.2184 15.8373
H 11.4880 8.9582 15.4066
C 16.2207 12.8800 10.6101
C 15.0599 13.0621 11.5944
C 14.6958 14.3105 12.0552
C 13.6745 14.4829 12.9888
C 13.3464 15.7994 13.5859
C 13.0540 13.2886 13.4382
Se 11.8343 13.4089 14.8917
C 13.2678 12.0330 12.8471
C 12.4438 10.8093 13.2013
C 14.2350 11.9509 11.8897
H 15.9017 12.0862 9.9233
H 17.1378 12.4885 11.1180
H 16.5922 13.8141 10.1455
H 15.4482 15.0625 11.7931
H 14.1846 16.4389 13.4945
H 13.0813 15.4785 14.5728
H 12.4927 16.2118 13.0447
H 12.4520 10.5611 14.3134
H 12.7264 9.9280 12.6067
H 11.4474 11.0317 12.9236
H 14.5535 10.9703 11.5122

## Properties
lowest unoccupied orbital energy: 2.11 eV
E_tot: -285832.166 eV
relative energy (zero: lowest compared OMol25 entry of this formula, charge and spin): 321.08 kJ/mol
charge: -1